No. 1
60
Properties=species:S:1:pos:R:3 method="wB97M-V/def2-TZVPD" e_lumo_ev=0.49 charge=0 max_force_ev_per_a=0.9 homo_ev=-9.43
N 0.507 5.451 -2.294
C -0.839 4.878 -2.285
Si -1.087 3.608 -0.918
C -2.841 3.765 -0.289
C -3.053 3.121 1.050
O -4.381 3.300 1.524
O -0.809 2.037 -1.415
Si 0.474 1.857 -2.454
P 1.048 -0.297 -2.698
O -0.101 -1.217 -2.893
H 0.754 5.816 -1.391
H 0.602 6.154 -3.005
H -1.092 4.512 -3.264
H -1.574 5.655 -2.083
H -0.192 3.970 0.205
H -3.019 4.830 -0.199
H -3.566 3.400 -0.999
H -2.930 2.056 0.953
H -2.362 3.522 1.773
H -4.635 4.216 1.366
H 1.620 2.631 -1.928
H 0.097 2.387 -3.776
H 1.903 -0.709 -1.654
H 1.877 -0.297 -3.843
C 1.040 -5.759 -4.603
C 0.924 -4.346 -5.155
C -0.498 -3.822 -5.055
O 1.379 -4.310 -6.510
H 0.410 -6.444 -5.176
H 2.067 -6.117 -4.678
H 0.731 -5.802 -3.558
H 1.591 -3.684 -4.601
H -1.178 -4.448 -5.643
H -0.560 -2.810 -5.449
H -0.842 -3.807 -4.023
H 0.804 -4.886 -7.024
C 3.294 -3.042 2.610
C 3.083 -1.599 2.179
C 1.658 -1.151 2.464
O 3.420 -1.466 0.793
H 2.634 -3.708 2.048
H 4.320 -3.354 2.413
H 3.089 -3.171 3.673
H 3.779 -0.954 2.714
H 0.946 -1.763 1.901
H 1.511 -0.115 2.160
H 1.421 -1.232 3.523
H 2.826 -2.034 0.291
C -0.533 -0.644 5.799
C -0.771 0.796 5.370
C -2.189 1.239 5.696
O -0.500 0.948 3.972
H -1.208 -1.317 5.263
H 0.487 -0.950 5.570
H -0.700 -0.770 6.869
H -0.060 1.448 5.879
H -2.915 0.623 5.158
H -2.353 2.270 5.393
H -2.394 1.156 6.764
H -1.112 0.382 3.489



No. 2
71
Properties=species:S:1:pos:R:3 method="wB97M-V/def2-TZVPD" e_lumo_ev=-4.08 charge=+1 max_force_ev_per_a=7.3 homo_ev=-11.70 relative_energy_kcal_mol=0.0
Li -1.882 -2.889 0.937
Li -2.205 -0.267 1.726
C 0.361 -0.692 -0.163
O -0.655 -1.066 0.742
H -0.012 -0.422 -1.151
H 1.029 0.136 0.073
H 0.990 -1.561 -0.360
C -0.114 1.787 3.079
C -0.656 2.787 2.105
O -1.561 3.806 2.554
O -1.153 0.824 3.357
H 0.203 2.210 4.032
H 0.660 1.137 2.669
H -1.039 2.300 1.209
H 0.167 3.440 1.814
H -1.150 4.175 3.340
H -1.721 1.271 3.989
C -2.586 2.165 -2.534
C -1.379 2.929 -3.190
O -0.223 2.116 -3.246
O -3.223 1.226 -3.429
H -3.281 2.996 -2.410
H -2.306 1.776 -1.555
H -1.095 3.853 -2.686
H -1.722 3.226 -4.181
H 0.090 1.909 -2.362
H -2.625 0.484 -3.544
C 2.341 4.035 -0.850
C 2.071 4.625 -2.159
O 2.868 4.116 -3.153
O 1.545 2.807 -0.721
H 2.017 4.644 -0.006
H 3.368 3.676 -0.783
H 2.204 5.706 -2.115
H 1.056 4.411 -2.493
H 3.044 4.935 -3.622
H 2.058 2.145 -0.252
C -0.530 -4.300 -1.732
C 0.104 -4.758 -0.392
O -0.689 -4.491 0.733
O -1.596 -5.177 -2.195
H 0.306 -4.088 -2.398
H -0.994 -3.319 -1.621
H 0.983 -4.185 -0.097
H 0.405 -5.805 -0.392
H -0.568 -5.265 1.288
H -2.472 -4.865 -1.956
C -3.972 -2.223 -1.140
O -3.312 -3.028 -0.561
N -3.581 -1.161 -1.651
N -5.258 -2.442 -1.246
H -2.618 -0.864 -1.592
H -4.225 -0.624 -2.214
H -5.820 -1.782 -1.765
H -5.522 -3.417 -1.264
C 3.979 0.465 1.261
O 3.796 1.600 0.890
N 3.915 -0.566 0.511
N 4.229 0.145 2.480
H 3.986 -1.536 0.780
H 3.873 -0.371 -0.480
H 4.141 1.012 2.990
H 3.835 -0.697 2.875
C 1.830 -2.275 3.426
O 2.649 -2.214 4.384
N 0.608 -1.909 3.443
N 2.133 -2.894 2.339
H 0.170 -1.488 4.250
H 0.189 -1.844 2.526
H 3.046 -3.322 2.281
H 1.491 -3.069 1.579



No. 3
37
Properties=species:S:1:pos:R:3 method="wB97M-V/def2-TZVPD" e_lumo_ev=-6.17 charge=+1 max_force_ev_per_a=3.4 homo_ev=-12.35
Ir 0.475 -1.099 -0.009
Cl 0.846 -3.060 -1.468
C 1.455 -1.722 -2.408
C 1.484 -0.566 -1.651
C 2.035 0.567 -2.201
Cl 2.203 1.992 -1.243
C 2.492 0.534 -3.527
Cl 3.198 1.932 -4.211
C 2.377 -0.632 -4.292
Cl 2.903 -0.655 -5.914
C 1.854 -1.801 -3.721
Cl 1.717 -3.263 -4.587
F -1.918 0.276 4.520
C -1.349 1.456 4.233
F -0.176 1.511 4.873
F -2.124 2.427 4.700
C -1.156 1.581 2.735
C -1.764 2.593 2.002
C -1.585 2.634 0.632
C -0.816 1.660 0.011
N -0.240 0.695 0.714
C -0.399 0.644 2.054
S 0.445 -0.696 2.779
H -2.364 3.335 2.509
H -2.048 3.406 0.037
H -0.685 1.642 -1.061
O 1.970 0.142 2.127
N 2.859 -0.679 1.577
O 3.994 -0.587 1.841
O 2.407 -1.550 0.753
F -1.386 -0.894 -1.187
As -2.722 -1.864 -0.273
F -2.172 -3.206 -1.159
F -3.751 -2.770 0.703
F -1.321 -2.196 0.883
F -2.900 -0.422 0.656
F -3.841 -1.361 -1.426



No. 4
59
Properties=species:S:1:pos:R:3 method="wB97M-V/def2-TZVPD" e_lumo_ev=1.24 charge=-1 max_force_ev_per_a=2.3 homo_ev=-6.09 relative_energy_kcal_mol=0.0
F -1.516 -0.182 0.602
C -0.994 -0.617 -0.557
F -2.018 -1.174 -1.232
F -0.619 0.458 -1.260
O -0.053 -1.535 -0.382
C 1.309 -1.040 -0.321
B 2.348 -2.316 -0.175
Cl 1.715 -3.686 -1.329
N 3.783 -1.869 -0.696
C 4.187 -0.843 -0.253
S 4.498 0.709 -0.029
H 1.446 -0.384 0.532
H 1.587 -0.536 -1.240
H 2.389 -2.723 0.956
C 4.647 2.493 -3.779
Cl 4.409 2.933 -5.478
Cl 3.077 2.245 -3.023
Cl 5.606 1.013 -3.686
Cl 5.507 3.798 -2.952
C 1.056 -0.531 -5.679
Cl 0.444 -1.996 -6.457
Cl 2.804 -0.641 -5.505
Cl 0.651 0.878 -6.675
Cl 0.320 -0.360 -4.088
C -3.952 1.606 -1.842
Cl -3.017 2.574 -0.702
Cl -2.858 0.762 -2.932
Cl -4.916 0.418 -0.962
Cl -5.013 2.674 -2.794
C -7.768 3.628 1.124
Cl -7.703 2.306 2.294
Cl -9.407 3.743 0.459
Cl -7.356 5.146 1.927
Cl -6.627 3.316 -0.181
C 0.126 -5.070 2.949
Cl -0.458 -6.582 2.237
Cl 1.879 -5.132 3.135
Cl -0.293 -3.729 1.895
Cl -0.620 -4.856 4.546
C -0.352 0.048 4.743
Cl -0.943 1.404 3.778
Cl 1.257 0.433 5.371
Cl -1.459 -0.231 6.100
Cl -0.265 -1.398 3.745
C -9.363 8.824 1.607
Cl -7.958 8.850 2.678
Cl -8.891 9.399 0.006
Cl -9.973 7.176 1.485
Cl -10.622 9.878 2.264
C 5.293 -2.802 3.201
Cl 4.734 -4.291 2.433
Cl 7.044 -2.901 3.462
Cl 4.940 -1.406 2.176
Cl 4.475 -2.615 4.762
C 6.690 -5.046 -1.253
Cl 5.606 -3.666 -1.151
Cl 7.974 -4.890 -0.039
Cl 5.785 -6.535 -0.951
Cl 7.425 -5.128 -2.867



No. 5
30
Properties=species:S:1:pos:R:3 method="wB97M-V/def2-TZVPD" e_lumo_ev=1.31 charge=-1 max_force_ev_per_a=2.8 homo_ev=-4.62 relative_energy_kcal_mol=33.2
Ir -0.206 -0.109 -0.032
Cl 5.803 -0.003 3.596
C 4.135 -0.002 3.151
C 3.154 -0.003 4.143
Cl 3.614 -0.010 5.807
C 1.810 0.003 3.787
Cl 0.579 -0.009 4.994
C 1.412 0.018 2.441
O 0.173 -0.004 2.073
C 2.418 0.051 1.419
O 2.031 0.114 0.187
C 3.766 0.013 1.811
Cl 4.969 0.007 0.572
O -7.142 0.055 -0.218
C -5.940 0.033 -0.158
S -4.927 1.479 -0.120
C -3.368 0.659 -0.089
C -3.393 -0.684 -0.073
S -2.019 -1.721 -0.078
S -4.979 -1.447 -0.090
S -1.950 1.640 -0.140
I 0.222 -1.744 -6.056
C 0.084 -0.586 -4.337
C -0.244 0.750 -4.250
N -0.185 1.064 -2.947
N 0.157 0.016 -2.199
C 0.319 -1.006 -3.023
H -0.504 1.458 -5.015
H -0.378 1.946 -2.498
H 0.586 -1.981 -2.658



No. 6
78
Properties=species:S:1:pos:R:3 method="wB97M-V/def2-TZVPD" e_lumo_ev=0.35 charge=0 max_force_ev_per_a=3.9 homo_ev=-10.03 relative_energy_kcal_mol=1.2
C 1.777 -3.399 0.022
O 2.411 -2.773 -0.878
N 0.974 -4.556 -0.273
N 1.839 -3.053 1.348
H 0.774 -4.976 0.611
H 1.258 -5.060 -1.081
H 2.442 -2.257 1.564
H 1.322 -3.556 2.061
C 3.469 0.434 0.655
O 3.095 -0.212 1.654
N 3.387 -0.149 -0.605
N 3.821 1.690 0.747
H 3.710 0.365 -1.445
H 3.312 -1.205 -0.762
H 4.195 2.290 0.033
H 4.007 2.016 1.666
C -1.338 -4.205 2.352
O -0.281 -4.910 2.418
N -2.146 -3.737 3.371
N -1.860 -3.800 1.132
H -1.746 -3.708 4.311
H -2.752 -2.952 3.177
H -1.339 -4.119 0.276
H -1.984 -2.836 0.930
C -3.834 -0.537 1.087
O -3.436 -1.307 1.925
N -4.616 -0.914 0.013
N -3.559 0.816 1.073
H -4.520 -0.513 -0.860
H -4.618 -1.939 -0.076
H -3.576 1.189 0.147
H -2.783 1.186 1.637
C -0.941 -0.920 -1.555
O -2.180 -0.943 -1.529
N -0.290 -1.701 -2.428
N -0.132 -0.276 -0.679
H -0.879 -1.942 -3.180
H 0.718 -1.911 -2.484
H 0.829 -0.501 -0.631
H -0.437 -0.009 0.214
C -0.467 0.584 3.141
O -0.648 1.322 2.140
N 0.781 0.330 3.653
N -1.474 -0.011 3.807
H 1.553 0.662 3.137
H 0.981 -0.472 4.277
H -2.291 -0.146 3.219
H -1.195 -0.848 4.311
C 3.691 4.849 2.262
C 3.065 4.099 3.471
O 2.460 2.942 3.097
O 2.710 5.313 1.368
H 4.392 4.166 1.762
H 4.265 5.735 2.664
H 2.391 4.786 3.903
H 3.907 3.831 4.132
H 1.828 3.066 2.406
H 2.193 4.572 1.110
C -3.731 -1.392 -6.199
C -2.407 -1.207 -5.539
O -2.474 -0.259 -4.441
O -4.349 -0.203 -6.641
H -4.379 -1.909 -5.573
H -3.662 -2.062 -7.120
H -1.688 -0.679 -6.187
H -1.922 -2.137 -5.240
H -2.566 -0.808 -3.629
H -3.945 0.540 -6.186
C 0.224 3.365 -1.117
C 1.492 3.350 -1.988
O 1.871 1.938 -2.264
O 0.712 3.032 0.183
H -0.551 2.734 -1.496
H -0.290 4.339 -1.057
H 2.261 3.900 -1.500
H 1.214 3.693 -2.984
H 1.890 1.391 -1.463
H 0.067 2.480 0.621



No. 7
67
Properties=species:S:1:pos:R:3 method="wB97M-V/def2-TZVPD" e_lumo_ev=2.67 charge=-1 max_force_ev_per_a=3.8 homo_ev=-6.59 relative_energy_kcal_mol=15.9
N 0.624 -0.267 -0.325
O 0.865 -1.415 -0.748
O 1.389 0.202 0.481
O -0.470 0.353 -0.516
C -2.074 -3.508 0.185
O -0.795 -3.490 0.811
H -2.900 -3.448 0.893
H -2.189 -2.750 -0.590
H -2.283 -4.467 -0.289
H -0.181 -2.888 0.383
C 2.877 0.109 -3.257
O 3.984 -0.744 -2.945
H 3.162 1.160 -3.211
H 2.628 0.015 -4.314
H 1.983 -0.254 -2.751
H 3.939 -1.117 -2.062
C 4.049 0.876 4.108
O 2.860 0.473 3.459
H 4.077 0.536 5.144
H 5.022 0.681 3.658
H 3.932 1.955 4.014
H 2.844 0.846 2.575
C 0.114 -4.269 -2.885
C -0.550 -3.149 -3.664
C -1.834 -3.572 -4.262
O -0.977 -2.259 -2.686
H 0.315 -5.096 -3.566
H -0.468 -4.667 -2.054
H 1.083 -4.000 -2.466
H 0.076 -2.584 -4.355
H -2.547 -3.979 -3.544
H -1.626 -4.257 -5.085
H -2.241 -2.630 -4.629
H -0.261 -2.217 -2.049
C -1.609 -0.081 2.729
C -2.968 0.109 1.991
C -4.141 0.051 2.965
O -2.861 1.362 1.292
H -1.777 -0.960 3.351
H -1.256 0.821 3.229
H -0.836 -0.446 2.054
H -3.044 -0.698 1.262
H -3.970 -0.699 3.738
H -5.061 -0.275 2.481
H -4.281 1.023 3.437
H -1.947 1.428 1.006
C -0.793 4.823 -0.316
C -0.002 4.413 0.900
C -0.453 5.194 2.090
O -0.276 3.050 1.278
H -1.803 4.424 -0.213
H -0.295 4.307 -1.137
H -0.806 5.911 -0.383
H 1.071 4.463 0.714
H -1.494 5.206 2.412
H -0.195 6.251 2.022
H 0.129 4.855 2.947
H 0.518 2.510 1.303
O 3.781 1.322 -0.289
H 2.904 1.162 0.059
H 4.127 0.450 -0.478
O 4.188 -1.732 -0.382
H 3.234 -1.804 -0.346
H 4.485 -2.038 0.475
O -3.143 1.623 -1.527
H -3.254 1.391 -0.605
H -2.595 2.408 -1.513



No. 8
63
Properties=species:S:1:pos:R:3 method="wB97M-V/def2-TZVPD" e_lumo_ev=0.18 charge=0 max_force_ev_per_a=3.9 homo_ev=-9.23 relative_energy_kcal_mol=148.2
C 2.230 1.744 0.916
C 2.320 3.097 0.065
O 1.465 3.294 -0.991
H 2.029 0.719 0.570
H 1.457 1.943 1.622
H 3.128 1.761 1.484
H 3.334 3.154 -0.246
H 2.244 4.003 0.655
H 1.470 4.256 -1.187
C -2.907 1.591 -1.464
C -1.922 2.544 -2.152
O -0.680 1.847 -2.148
H -3.124 0.678 -2.009
H -3.837 2.169 -1.344
H -2.612 1.405 -0.480
H -1.715 3.451 -1.609
H -2.206 2.827 -3.144
H 0.028 2.255 -1.644
C 3.425 -2.806 -1.222
C 3.238 -1.768 -0.160
O 3.377 -2.397 1.070
H 2.611 -3.468 -1.293
H 4.319 -3.337 -1.070
H 3.464 -2.274 -2.130
H 2.289 -1.322 -0.124
H 3.969 -1.025 -0.326
H 3.976 -1.834 1.560
C 2.130 1.140 -3.401
O 2.714 1.024 -2.139
H 2.095 2.193 -3.736
H 1.130 0.741 -3.501
H 2.780 0.489 -4.028
H 2.720 1.894 -1.677
C -0.486 -1.545 -0.998
O 0.082 -0.260 -0.604
H -0.690 -1.503 -2.074
H -1.419 -1.600 -0.448
H 0.159 -2.346 -0.714
H -0.395 0.425 -1.105
C -1.880 -4.882 1.180
O -0.824 -5.798 1.492
H -2.699 -5.396 0.725
H -1.575 -4.161 0.454
H -2.156 -4.336 2.076
H 0.086 -5.426 1.466
C -4.140 -0.668 1.708
O -3.772 0.456 2.448
H -3.482 -0.781 0.813
H -5.224 -0.700 1.430
H -4.060 -1.451 2.486
H -4.313 1.229 2.235
C -1.138 3.033 1.518
O -2.470 3.363 1.738
H -0.638 3.825 1.086
H -0.828 2.230 0.925
H -0.633 2.749 2.489
H -2.558 3.384 2.681
C 0.017 -1.922 2.311
O 0.148 -0.529 2.037
H -0.082 -2.317 3.290
H 0.752 -2.503 1.755
H -0.964 -2.143 1.811
H 0.243 -0.416 1.072



Repeat the fifth record exactly.
30
Properties=species:S:1:pos:R:3 method="wB97M-V/def2-TZVPD" e_lumo_ev=1.31 charge=-1 max_force_ev_per_a=2.8 homo_ev=-4.62 relative_energy_kcal_mol=33.2
Ir -0.206 -0.109 -0.032
Cl 5.803 -0.003 3.596
C 4.135 -0.002 3.151
C 3.154 -0.003 4.143
Cl 3.614 -0.010 5.807
C 1.810 0.003 3.787
Cl 0.579 -0.009 4.994
C 1.412 0.018 2.441
O 0.173 -0.004 2.073
C 2.418 0.051 1.419
O 2.031 0.114 0.187
C 3.766 0.013 1.811
Cl 4.969 0.007 0.572
O -7.142 0.055 -0.218
C -5.940 0.033 -0.158
S -4.927 1.479 -0.120
C -3.368 0.659 -0.089
C -3.393 -0.684 -0.073
S -2.019 -1.721 -0.078
S -4.979 -1.447 -0.090
S -1.950 1.640 -0.140
I 0.222 -1.744 -6.056
C 0.084 -0.586 -4.337
C -0.244 0.750 -4.250
N -0.185 1.064 -2.947
N 0.157 0.016 -2.199
C 0.319 -1.006 -3.023
H -0.504 1.458 -5.015
H -0.378 1.946 -2.498
H 0.586 -1.981 -2.658